[1]
Here is 9 unconnected molecules or ions with the total composition C33H81N3O15 at a distorted geometry from the OMol25 dataset. Energies are from ωB97M-V/def2-TZVPD.

Calculated values
HOMO energy: -9.265 eV
SMILES: CNC(C)=O.CNC(C)=O.CNC(C)=O.COCCOC.COCCOC.COCCOC.COCCOC.COCCOC.COCCOC
frontier orbital gap: 9.827 eV
total charge: 0

Each line ends with the Mulliken charge.
Positions of all 132 atoms, in Å:
C1 -6.9902 -3.7330 -4.0786  -0.81
O1 -6.3216 -3.1600 -2.9520  -0.29
C2 -5.6043 -4.1489 -2.2563  -0.61
C3 -5.0599 -3.5158 -0.9246  -0.56
O2 -4.0052 -2.6738 -1.1853  -0.04
C4 -3.5576 -1.9378 -0.0928  -0.35
H1 -7.5783 -4.6129 -3.8012  0.30
H2 -6.1932 -4.0526 -4.7237  0.34
H3 -7.5121 -2.9904 -4.6837  0.27
H4 -4.8203 -4.6380 -2.8540  0.35
H5 -6.1956 -5.0048 -2.0160  0.50
H6 -4.7224 -4.3661 -0.2673  0.13
H7 -5.8414 -2.9980 -0.2981  0.40
H8 -4.4081 -1.5785 0.4983  0.41
H9 -3.1026 -1.0581 -0.4906  -0.12
H10 -2.9352 -2.5310 0.6046  0.10
C5 6.0084 1.7560 -3.0994  -0.88
O3 5.0289 1.1754 -2.2900  -0.21
C6 3.6821 1.3745 -2.6133  0.85
C7 3.2452 2.7339 -3.1267  -0.84
O4 3.6572 3.7525 -2.2077  -0.16
C8 3.4437 5.0815 -2.5689  -0.91
H11 6.0423 2.8051 -2.8973  0.26
H12 5.7586 1.6183 -4.1435  0.32
H13 6.9378 1.2436 -2.9244  0.27
H14 3.0434 1.1269 -1.7590  -0.77
H15 3.4089 0.7814 -3.5124  0.29
H16 2.1415 2.7112 -3.2197  0.39
H17 3.6579 2.8704 -4.1444  0.58
H18 4.0405 5.7407 -1.9574  0.27
H19 2.3812 5.2986 -2.4922  0.29
H20 3.7367 5.2177 -3.6169  0.36
C9 -0.8630 4.0072 1.0865  -0.60
O5 0.2984 3.2698 1.5296  -0.24
C10 1.4656 3.7073 0.8511  -1.13
C11 2.6889 3.0977 1.4089  0.98
O6 2.8605 3.4772 2.7235  -0.46
C12 4.0305 2.9156 3.2278  -0.57
H21 -1.7387 3.6379 1.6407  0.06
H22 -1.0683 3.8694 0.0279  0.00
H23 -0.6458 5.0260 1.3109  0.47
H24 1.5123 4.7780 1.0291  0.64
H25 1.3896 3.4313 -0.2077  0.14
H26 3.5646 3.4493 0.8217  0.52
H27 2.6403 1.9943 1.3581  -0.90
H28 4.1302 3.2203 4.2660  0.28
H29 4.9742 3.1189 2.7216  0.40
H30 3.9671 1.8292 3.2774  -0.03
C13 0.3258 0.0542 -4.7332  -0.31
O7 -1.0423 -0.0568 -5.0391  -0.34
C14 -1.5056 -1.3441 -5.4261  -1.04
C15 -1.9960 -2.2801 -4.3905  0.03
O8 -0.8255 -2.8125 -3.7298  -0.22
C16 -1.0298 -4.0070 -3.0464  -0.84
H31 0.6083 0.6657 -3.9078  -0.17
H32 0.7914 0.4507 -5.6529  0.37
H33 0.7652 -0.9032 -4.5079  0.29
H34 -0.8359 -1.9133 -6.0496  0.44
H35 -2.3573 -1.1448 -6.0946  0.38
H36 -2.5027 -3.1136 -4.9019  0.44
H37 -2.6595 -1.8273 -3.6713  0.14
H38 -0.1740 -4.3716 -2.4638  0.21
H39 -1.1933 -4.7252 -3.8810  0.44
H40 -1.8853 -4.0478 -2.3809  0.24
C17 -3.9758 1.3146 1.5680  -0.47
O9 -4.6552 1.2834 0.3461  -0.34
C18 -4.5858 2.4701 -0.4469  -0.74
C19 -3.6834 2.2457 -1.6941  -0.45
O10 -2.3572 2.3372 -1.3051  0.01
C20 -1.4925 2.2348 -2.4007  -0.63
H41 -2.8838 1.2136 1.3873  -0.09
H42 -4.1648 0.5115 2.2965  0.33
H43 -4.1297 2.2130 2.1709  0.44
H44 -4.1717 3.2719 0.1002  0.34
H45 -5.5586 2.8145 -0.7907  0.41
H46 -3.9100 3.0287 -2.4424  0.39
H47 -3.9183 1.3268 -2.2627  0.25
H48 -1.5779 1.2978 -2.9682  0.33
H49 -0.4285 2.2986 -2.1072  -0.38
H50 -1.7116 3.1117 -3.0153  0.62
C21 3.6401 -1.1210 -0.4182  -0.63
O11 3.6756 -2.2017 0.5428  -0.33
C22 4.7131 -2.0555 1.4579  -1.03
C23 4.4927 -0.9202 2.5252  0.31
O12 3.4392 -1.3817 3.4224  -0.44
C24 2.9672 -0.2970 4.1792  -0.67
H51 3.2295 -0.1615 -0.0951  -0.17
H52 2.9329 -1.3176 -1.2304  0.40
H53 4.6489 -0.9488 -0.7839  0.48
H54 5.6470 -1.8357 0.9444  0.46
H55 4.9710 -3.0198 1.9020  0.37
H56 4.1908 0.0014 1.9805  -0.19
H57 5.4343 -0.7524 3.0508  0.45
H58 3.7835 0.2393 4.6707  0.46
H59 2.2352 -0.7071 4.8942  0.39
H60 2.4369 0.4005 3.5396  0.13
C25 0.2149 -1.3823 -0.6494  -0.48
C26 0.5887 -0.0028 -0.0637  -0.04
O13 1.1101 0.8630 -0.7868  -0.03
N1 0.3254 0.2410 1.2417  1.47
C27 -0.4978 -0.6748 2.0332  -0.59
H61 0.9608 -2.1532 -0.4531  -0.10
H62 0.2189 -1.2598 -1.7197  0.10
H63 -0.8208 -1.6672 -0.3525  0.13
H64 0.4029 1.2408 1.3964  -0.44
H65 0.0462 -1.5910 2.2518  -0.09
H66 -1.4601 -0.8428 1.5285  -0.03
H67 -0.6766 -0.2015 3.0046  0.34
C28 -1.0310 4.4136 6.0936  -0.96
C29 0.2557 4.2653 6.7982  0.65
O14 0.6133 5.0703 7.6766  -0.68
N2 1.0102 3.1833 6.4858  -0.11
C30 0.8209 2.2893 5.3302  -0.41
H68 -1.7408 3.5726 6.0576  0.32
H69 -0.7880 4.7166 5.0819  0.20
H70 -1.5254 5.3293 6.4689  0.31
H71 1.8790 3.1261 7.0394  0.23
H72 1.0239 1.2511 5.6271  0.09
H73 1.3622 2.5511 4.3764  0.19
H74 -0.2567 2.3729 4.9774  0.20
C31 -1.9762 -6.8399 1.5340  -1.32
C32 -1.2368 -5.4983 1.4018  0.59
O15 -1.5918 -4.5015 0.7753  -0.39
N3 -0.0225 -5.5509 2.0275  -0.13
C33 0.9710 -4.4858 1.8220  -0.25
H75 -3.0523 -6.7750 1.3227  0.28
H76 -1.8638 -7.1330 2.6005  0.37
H77 -1.5864 -7.6114 0.8905  0.31
H78 0.1636 -6.3017 2.6638  0.22
H79 1.9584 -5.0034 1.7486  0.32
H80 1.1589 -3.8067 2.6745  0.27
H81 0.7534 -3.8398 0.9751  -0.29

***

[2]
Here is a single C2HCl2N3 molecule at a distorted geometry from the OMol25 dataset. Energies are from ωB97M-V/def2-TZVPD.

Calculated values
HOMO energy (alpha / beta): -8.916 / -8.916 eV
frontier orbital gap (alpha / beta): 7.914 / 7.913 eV
total charge: 0

Each line ends with the natural charge from an NBO analysis.
Positions of all 8 atoms, in Å:
C1 -1.2212 -0.1491 -0.5719  0.09
C2 0.8906 -0.3500 0.5488  0.08
N1 -1.0823 1.0272 -0.3798  -0.15
N2 0.6631 0.8660 0.7201  -0.25
N3 -0.2328 1.6931 0.2397  -0.10
Cl1 0.8992 -1.3007 -0.9918  0.03
Cl2 1.8811 -1.1287 1.7209  0.07
H1 -1.7977 -0.6578 -1.2859  0.23

***

[3]
Here is 2 unconnected molecules or ions with the total composition C3H9OS at a distorted geometry from the OMol25 dataset. Energies are from ωB97M-V/def2-TZVPD.

Calculated values
HOMO energy: -2.484 eV
frontier orbital gap: 6.652 eV
total charge: -1

Each line ends with the natural charge from an NBO analysis.
Positions of all 14 atoms, in Å:
C1 -1.4842 0.7055 1.3657  -0.61
C2 -0.1015 0.6081 0.5718  -0.42
C3 -0.4535 -0.4524 -0.5084  -0.56
S1 0.1644 -2.1354 -0.1361  -0.75
H1 -1.5427 -0.2931 1.9114  0.22
H2 -2.2704 0.8841 0.6566  0.19
H3 -1.5410 1.5202 2.1360  0.17
H4 -0.0787 1.6430 0.1086  0.17
H5 0.7057 0.4042 1.3259  0.22
H6 0.0029 -0.2512 -1.5520  0.18
H7 -1.5318 -0.6214 -0.5787  0.19
H8 2.7497 -1.3455 -2.0243  0.47
H9 2.3319 -0.1757 -1.3694  0.48
O1 3.0492 -0.4904 -1.9071  -0.95

***

[4]
Here is a molecular structure, C40H55BBr2N9PtS at a distorted geometry from the OMol25 dataset. Energies are from ωB97M-V/def2-TZVPD.

Calculated values
HOMO energy: -16.669 eV
frontier orbital gap: 7.384 eV
total charge: +3

Each line ends with the Mulliken charge.
Positions of all 109 atoms, in Å:
Pt1 0.9048 0.4670 0.7013  1.35
C1 -2.2702 -1.3454 4.3644  -1.84
C2 -1.6336 -0.2033 3.5604  2.01
C3 -2.1960 1.1394 4.0337  -1.46
C4 -1.8368 -0.4507 2.0879  -0.57
C5 -3.0282 -0.9159 1.5598  -0.81
C6 -2.8619 -1.0530 0.1948  -0.19
C7 -3.9334 -1.5617 -0.7292  -0.08
C8 -3.6793 -3.0168 -1.1317  -1.43
C9 -4.2327 -0.6455 -1.9146  -1.51
N1 -1.6026 -0.6829 -0.1129  1.30
N2 -0.9645 -0.3078 1.0640  0.52
B1 -0.8394 -0.8621 -1.4738  0.49
N3 -0.2726 0.5778 -1.9382  0.49
N4 -0.2067 1.3584 -0.8142  0.06
C10 -0.7890 2.5594 -1.0827  -0.44
C11 -1.0325 2.5840 -2.4557  -1.34
C12 -0.7293 1.3361 -2.9624  -0.01
C13 -0.8010 0.9175 -4.4031  0.13
C14 0.4927 0.2058 -4.8101  -1.39
C15 -2.0696 0.1514 -4.7855  -1.27
C16 -1.3929 3.5753 -0.1304  1.24
C17 -2.3074 4.5498 -0.8776  -1.97
C18 -2.1831 2.8435 0.9537  -0.54
N5 0.3889 -1.7260 -1.2639  1.25
N6 1.2678 -1.3258 -0.2940  -0.07
C19 2.3542 -2.1631 -0.3496  -0.22
C20 2.0566 -3.1360 -1.2807  -0.73
C21 0.8248 -2.8517 -1.8498  -0.34
C22 0.2437 -3.7585 -2.9162  0.29
C23 -0.8289 -3.2679 -3.8768  -1.50
C24 -0.1927 -5.0671 -2.2376  -1.42
C25 3.7747 -2.2112 0.2313  0.28
C26 4.1104 -1.7898 1.6569  -1.46
C27 4.7498 -1.5502 -0.7514  -1.24
H1 -2.0065 -1.2414 5.4177  0.46
H2 -1.9352 -2.3246 4.0209  0.38
H3 -3.3574 -1.3153 4.3026  0.44
H4 -0.5780 -0.2292 3.7734  -0.87
H5 -3.2544 1.2285 3.7862  0.34
H6 -1.6764 1.9985 3.6052  0.28
H7 -2.1060 1.1995 5.1194  0.47
H8 -3.9243 -1.1481 2.1090  0.60
H9 -4.8252 -1.5591 -0.0979  0.66
H10 -2.7211 -3.1285 -1.6369  0.05
H11 -4.4621 -3.3568 -1.8091  0.45
H12 -3.6803 -3.6718 -0.2601  0.35
H13 -3.4834 -0.7262 -2.6969  -0.01
H14 -4.3025 0.3994 -1.6049  0.33
H15 -5.1918 -0.9249 -2.3495  0.56
H16 -1.5532 -1.3080 -2.2882  -0.77
H17 -1.4781 3.3924 -3.0081  0.74
H18 -0.8444 1.8647 -4.9468  0.64
H19 0.6863 -0.6698 -4.1875  0.32
H20 1.3492 0.8792 -4.7300  0.29
H21 0.4324 -0.1258 -5.8461  0.43
H22 -2.1204 -0.8309 -4.3255  0.05
H23 -2.0851 0.0131 -5.8662  0.50
H24 -2.9623 0.7127 -4.5097  0.37
H25 -0.6329 4.1873 0.3443  -0.17
H26 -3.1103 4.0245 -1.3955  0.45
H27 -1.7651 5.1618 -1.5979  0.45
H28 -2.7653 5.2242 -0.1550  0.43
H29 -3.0008 2.2681 0.5138  0.22
H30 -2.6143 3.5616 1.6512  0.63
H31 -1.5545 2.1537 1.5123  -0.64
H32 2.6977 -3.9615 -1.5431  0.75
H33 1.1188 -3.9865 -3.5321  0.60
H34 -1.8006 -3.1359 -3.4058  0.14
H35 -0.9514 -4.0279 -4.6485  0.57
H36 -0.5467 -2.3462 -4.3767  0.22
H37 -1.0379 -4.8965 -1.5682  0.29
H38 0.6140 -5.5165 -1.6600  0.43
H39 -0.5048 -5.7831 -2.9967  0.46
H40 3.9864 -3.2806 0.1927  0.66
H41 3.9412 -0.7262 1.8398  0.13
H42 5.1687 -1.9832 1.8291  0.56
H43 3.5736 -2.3880 2.3869  0.46
H44 4.7610 -0.4668 -0.6335  0.14
H45 4.5139 -1.7956 -1.7863  0.39
H46 5.7605 -1.9026 -0.5459  0.51
Br1 1.5051 -0.7321 7.1600  0.02
C28 1.5220 -0.4283 5.3326  -0.66
C29 1.6763 -1.4760 4.4321  -1.28
C30 1.6176 -1.2012 3.0828  -0.81
N7 1.4963 0.0386 2.5977  0.98
C31 1.3319 1.0692 3.4699  0.63
C32 1.3305 0.8615 4.8312  -0.59
C33 1.2485 2.4053 2.8517  -0.06
C34 1.5482 3.5699 3.5235  -0.36
C35 1.7586 4.7387 2.7926  -0.89
Br2 2.1568 6.3275 3.6556  -0.01
C36 1.7270 4.6678 1.4038  -0.71
C37 1.3806 3.4787 0.8007  -0.63
N8 1.0708 2.3832 1.5085  0.72
H47 1.7975 -2.4968 4.7668  0.59
H48 1.6304 -1.9985 2.3580  1.16
H49 1.1681 1.6858 5.5108  0.67
H50 1.6894 3.5698 4.5946  0.61
H51 1.9549 5.5305 0.7933  0.57
H52 1.3319 3.4028 -0.2752  0.58
S1 4.2952 1.8821 -1.8885  -0.04
C38 4.7525 2.0775 -0.2542  -0.58
C39 3.7921 1.5935 0.5665  -0.76
N9 2.7038 1.0863 -0.1093  0.66
C40 2.8478 1.1662 -1.4187  0.06
H53 5.7001 2.5138 0.0198  0.52
H54 3.8185 1.5756 1.6454  0.24
H55 2.0926 0.8237 -2.1143  0.05

***

> What is the total charge in the fourth record?

+3

***

> What is the total charge in the third record?

-1